[1]
A structure of composition C20H26Br6O18 at a distorted geometry. Source: the OMol25 dataset; level of theory: ωB97M-V/def2-TZVPD.

The relative energy (zero: lowest compared OMol25 entry of this formula, charge and spin) comes out at 0.0 kJ/mol. For the lowest unoccupied orbital energy, the calculation gives -0.6 eV. The value obtained for the gap between HOMO and LUMO is 0.3616 Ha. The multiplicity is 1. The total energy is -17576.1378 a.u.

Last column: Mulliken charge in e.
Element x y z (Å)
C: -0.0364 3.1763 4.2057  0.45
Br: 1.0831 4.7056 4.4947  -0.03
Br: -1.9099 3.4957 4.6296  0.00
Br: 0.5640 1.6080 5.2076  -0.04
H: 0.0729 2.9573 3.1521  -0.43
C: 2.3623 -5.6629 -0.6075  0.06
Br: 1.2554 -5.6753 -2.2462  -0.05
Br: 4.1252 -6.3380 -0.9070  0.01
Br: 1.3873 -6.7589 0.6900  0.00
H: 2.3871 -4.6415 -0.2498  -0.03
C: 1.1815 0.4945 0.4600  0.74
C: 1.9988 0.4196 1.7518  0.60
O: 1.8827 -0.9725 2.0897  -0.36
C: 1.4424 -1.6763 1.0392  0.40
O: 1.2739 -2.8590 1.0216  -0.50
O: 1.1664 -0.8625 0.0150  -0.29
H: 1.6901 1.0948 -0.2880  -0.31
H: 0.1593 0.8335 0.6194  -0.03
H: 1.5207 0.9625 2.5664  -0.41
H: 3.0499 0.6763 1.6350  0.23
C: -4.1716 2.0197 -0.5658  -0.13
C: -2.7604 2.5868 -0.2867  0.30
O: -3.0417 3.7441 0.4892  -0.34
C: -4.3718 3.8961 0.6706  0.54
O: -4.8787 4.6731 1.4099  -0.53
O: -5.0565 3.0290 -0.1307  -0.36
H: -4.2002 1.0486 -0.0744  0.22
H: -4.2427 1.8766 -1.6403  0.28
H: -2.2019 2.8041 -1.1934  0.08
H: -2.1747 1.9236 0.3477  -0.08
C: -1.7506 -3.1549 -3.0309  -0.21
C: -1.0931 -2.9955 -1.6503  0.21
O: -1.2940 -1.6097 -1.3310  -0.17
C: -1.9309 -0.9955 -2.3190  0.47
O: -2.2965 0.1433 -2.2548  -0.51
O: -2.1749 -1.8323 -3.3511  -0.37
H: -2.5874 -3.8513 -3.0294  0.27
H: -1.0276 -3.5016 -3.7707  0.24
H: -0.0260 -3.1818 -1.6422  0.15
H: -1.6290 -3.5703 -0.8990  -0.02
C: 3.6012 5.2193 1.1420  -0.35
C: 4.1761 4.0401 0.3478  -0.35
O: 3.0299 3.2061 0.2342  -0.37
C: 1.9008 3.9409 0.3758  0.69
O: 0.7890 3.5587 0.2296  -0.39
O: 2.2406 5.2048 0.7141  -0.35
H: 4.0923 6.1532 0.8835  0.32
H: 3.5557 5.0781 2.2218  0.19
H: 4.9192 3.5393 0.9625  0.31
H: 4.5364 4.3698 -0.6236  0.29
C: -1.2261 -5.8727 2.7975  -0.47
C: -1.7612 -4.7907 1.8963  0.48
O: -2.1088 -3.7898 2.8357  -0.28
C: -2.5155 -4.4214 3.9526  0.61
O: -3.0430 -3.9153 4.8889  -0.53
O: -2.1524 -5.7301 3.8979  -0.37
H: -0.2083 -5.7767 3.1808  0.31
H: -1.2774 -6.8770 2.3768  0.29
H: -2.6180 -5.1503 1.3237  0.23
H: -0.9742 -4.4289 1.2317  -0.28
C: 1.5043 1.5630 -3.1199  0.69
C: 0.2479 1.4328 -3.9902  0.08
O: 0.5371 2.2331 -5.1240  -0.37
C: 1.7942 2.6972 -5.0557  0.55
O: 2.2872 3.3726 -5.9009  -0.53
O: 2.4115 2.3021 -3.9222  -0.43
H: 1.8443 0.5618 -2.8539  0.21
H: 1.2547 2.0738 -2.1899  -0.40
H: -0.6349 1.7749 -3.4522  0.07
H: 0.0507 0.4015 -4.2879  0.14

Forces on atoms 1 to 6 (eV/Å):
C -0.354 -0.363 0.343
Br -0.006 0.055 0.143
Br 0.605 0.080 -0.314
Br 0.030 0.391 -0.288
H -0.302 -0.124 -0.008
C -0.908 -0.586 -0.234

=====

[2]
An isolated molecule of C2H3IN2 at a distorted geometry. Source: the OMol25 dataset; level of theory: ωB97M-V/def2-TZVPD.

The relative energy (zero: lowest compared OMol25 entry of this formula, charge and spin) comes out at 214.1 kJ/mol. For the lowest unoccupied orbital energy, the calculation gives -0.2 eV. The value obtained for the gap between HOMO and LUMO is 0.3039 Ha. The multiplicity is 1. The total energy is -485.0762 a.u.

Last column: Mulliken charge in e.
Element x y z (Å)
C: 1.7130 -0.9664 -0.5404  -0.13
C: -1.2387 0.3033 0.3306  -0.55
N: 0.7582 -0.2737 -0.5532  0.54
N: -0.3194 0.1280 -0.7354  -0.74
I: 3.6863 -0.4771 -0.2520  0.13
H: -0.7456 0.3079 1.3663  0.32
H: -2.1113 -0.4040 0.1913  0.23
H: -1.7426 1.3818 0.1927  0.21

Forces on atoms 1 to 6 (eV/Å):
C 2.515 -1.402 0.264
C -1.837 2.335 1.375
N 2.049 -1.126 0.782
N -4.024 2.228 -1.894
I -0.128 0.137 -0.031
H -0.851 -0.399 -1.352

=====

[3]
A cluster of 13 separate species, C5H39N2O12 in total at a distorted geometry. Source: the OMol25 dataset; level of theory: ωB97M-V/def2-TZVPD.

The relative energy (zero: lowest compared OMol25 entry of this formula, charge and spin) comes out at 386.3 kJ/mol. Its expectation value of S² is 0.75. For the lowest unoccupied orbital energy (spin up / spin down), the calculation gives 0.0 / 0.0 eV. The value obtained for the gap between HOMO and LUMO (spin up / spin down) is 0.0854 / 0.3510 Ha. The multiplicity is 2. The total energy is -1225.9887 a.u.

Last column: Mulliken charge in e.
Element x y z (Å)
N: 0.3432 -2.5644 0.7439  -0.06
C: 0.4570 -1.4004 -0.2926  0.33
C: 0.2540 -2.0728 -1.6218  -0.74
C: -0.5920 -0.2815 0.0935  -1.00
N: -0.5800 0.0662 1.5113  -0.04
C: -1.7690 1.0688 1.6774  -0.61
C: -3.0821 0.2982 1.9292  -1.03
H: 1.2372 -3.0476 0.8119  0.43
H: 0.2102 -2.1428 1.7993  0.33
H: -0.4164 -3.1037 0.5520  0.29
H: 1.6124 -0.9567 -0.1474  -0.13
H: 0.7032 -1.4930 -2.4047  0.33
H: -0.8426 -2.0664 -1.7760  -0.28
H: 0.6761 -3.0932 -1.9102  0.40
H: -0.3323 0.6020 -0.6068  0.21
H: -1.5366 -0.7426 -0.1263  0.48
H: 0.3293 0.5300 1.7611  0.30
H: -1.6201 1.5352 2.6520  0.21
H: -1.8355 1.7057 0.7868  0.08
H: -3.3746 0.0135 2.9265  0.41
H: -3.1056 -0.7548 1.5001  -0.02
H: -3.9808 0.6433 1.5521  0.46
H: 1.0496 1.7725 -0.0813  0.15
H: 2.3316 2.0213 0.8618  0.24
O: 1.9304 1.3345 0.1197  -0.94
H: 2.9166 1.9863 -2.9511  0.34
H: 1.3891 1.4780 -2.3476  0.22
O: 1.9601 1.6594 -3.1656  -0.67
H: -0.6204 -1.6103 4.1577  0.28
H: 0.5713 -0.6701 4.2483  0.32
O: 0.2638 -1.5763 4.2092  -0.64
H: -0.5041 0.8173 -3.2163  0.26
H: -1.8817 0.0545 -3.7664  0.27
O: -1.3862 0.3603 -3.0337  -0.55
H: 0.0433 3.2075 -1.6020  0.14
H: -0.6116 3.3003 0.0560  0.07
O: -0.1741 2.9403 -0.6719  -0.22
H: -2.4541 4.5608 1.2030  -0.18
H: -1.8334 4.2418 2.6420  0.11
O: -1.8127 4.1373 1.6675  0.46
H: -3.5886 -1.5234 -1.3193  0.34
H: -2.2225 -1.8079 -1.8573  0.29
O: -3.0050 -2.2648 -1.5234  -0.60
H: 3.1841 -2.2602 -0.5453  0.35
H: 4.1510 -3.3445 -0.1701  0.23
O: 3.4713 -2.9268 0.0744  -0.56
H: 3.0560 -0.4961 -2.7487  0.37
H: 3.1063 -1.4885 -3.9623  0.23
O: 2.9027 -1.4495 -3.1057  -0.59
H: 1.2260 4.3329 1.6230  0.36
H: 0.0067 3.5869 1.9546  -0.25
O: 0.9494 3.3854 1.6570  -0.18
H: 4.5276 1.6223 -0.1892  0.24
H: 3.1511 1.5952 -1.0046  0.42
O: 4.1025 1.5663 -1.1164  -0.64
H: -3.3233 -3.5947 0.0740  0.31
H: -3.0016 -3.9059 1.6508  0.29
O: -2.6263 -3.7853 0.7676  -0.62

Forces on atoms 1 to 6 (eV/Å):
N 2.856 4.632 4.001
C 2.994 0.196 2.017
C -0.748 -0.362 -1.298
C 2.457 -0.271 -1.099
N -0.626 1.226 -0.250
C 0.425 -2.254 1.106

=====

[4]
A structure of composition C5H10O5Zn at a distorted geometry. Source: the OMol25 dataset; level of theory: ωB97M-V/def2-TZVPD.

Its expectation value of S² is 0.75. For the lowest unoccupied orbital energy (spin up / spin down), the calculation gives -7.1 / -7.0 eV. The value obtained for the gap between HOMO and LUMO (spin up / spin down) is 0.1097 / 0.2412 Ha. The multiplicity is 2. The total energy is -2351.6753 a.u. Its total charge is +1.

Last column: Mulliken charge in e.
Element x y z (Å)
C: -0.7889 -0.0989 0.8340  -0.51
C: -1.8247 -1.0324 0.3706  -0.14
O: -1.8403 -1.0748 -1.1029  -0.10
C: -2.7240 -1.8434 -1.6769  1.35
O: -3.4780 -2.6214 -1.0116  -0.60
O: -2.9419 -1.6994 -2.9213  -0.65
O: 0.3833 -0.6499 1.2111  -0.51
Zn: -4.1828 -3.0500 -2.6274  0.57
H: -1.0400 0.9054 1.1821  0.38
H: -2.8167 -0.7083 0.7061  0.35
H: -1.6492 -2.0607 0.7121  0.32
H: 1.0640 0.0409 1.3853  0.47
H: 1.1077 1.0548 -0.6383  0.04
C: 2.0131 1.7968 -0.5711  -0.71
C: 2.8872 1.4783 0.6175  -0.21
O: 2.0508 1.0846 1.7056  -0.56
H: 2.5979 1.7774 -1.4986  0.35
H: 1.5306 2.7748 -0.4423  0.26
H: 3.4738 2.3628 0.9125  0.30
H: 3.5919 0.6676 0.3722  0.30
H: 2.5862 0.8959 2.4815  0.30

Forces on atoms 1 to 6 (eV/Å):
C 0.667 -0.771 0.774
C -0.044 -0.123 1.090
O -0.444 -0.501 -1.166
C 1.533 2.866 1.343
O 0.241 -0.746 2.271
O 0.916 0.333 -1.095

=====

[5]
A cluster of 2 separate species, C3H4N2OS in total at a distorted geometry. Source: the OMol25 dataset; level of theory: ωB97M-V/def2-TZVPD.

The relative energy (zero: lowest compared OMol25 entry of this formula, charge and spin) comes out at 540.3 kJ/mol. For the lowest unoccupied orbital energy, the calculation gives -1.2 eV. The value obtained for the gap between HOMO and LUMO is 0.2662 Ha. The multiplicity is 1. The total energy is -699.4663 a.u.

Last column: Mulliken charge in e.
Element x y z (Å)
C: -0.5626 0.8881 0.5307  -0.50
C: -1.8802 0.4198 0.2078  -0.46
C: 0.1427 0.1352 -0.3497  0.28
N: -0.4556 -0.8370 -0.9638  -0.65
N: -1.7137 -0.5928 -0.7168  0.24
O: 3.2584 -0.2439 0.8209  -0.40
S: 2.9569 0.1983 -0.7044  0.05
H: -0.1713 1.7327 0.9349  0.40
H: -2.8285 0.7704 0.4447  0.45
H: -2.2872 -1.3082 -1.1205  0.23
H: 3.5411 -1.1626 0.9161  0.34

Forces on atoms 1 to 6 (eV/Å):
C -3.201 -1.734 -2.154
C 2.325 -0.541 -0.567
C 4.794 -1.801 -1.011
N 1.997 0.645 -0.890
N -1.070 0.428 1.362
O 0.702 0.118 0.913

=====

[6]
An isolated molecule of C5H12N2 at a distorted geometry. Source: the OMol25 dataset; level of theory: ωB97M-V/def2-TZVPD.

The relative energy (zero: lowest compared OMol25 entry of this formula, charge and spin) comes out at 72.2 kJ/mol. The SMILES is C=C(N)C[C@@H](C)N. For the lowest unoccupied orbital energy, the calculation gives 1.0 eV. The value obtained for the gap between HOMO and LUMO is 0.3290 Ha. The multiplicity is 1. The total energy is -307.2018 a.u.

Last column: Mulliken charge in e.
Element x y z (Å)
C: -0.5790 0.3655 -1.7580  -1.34
C: -1.0613 0.5594 -0.3126  0.20
C: -0.3520 -0.4080 0.6685  -0.75
C: 1.1554 -0.3894 0.6373  0.86
C: 1.8623 -1.5086 0.7727  -1.26
N: 1.7392 0.8435 0.4700  -0.37
N: -2.5166 0.4325 -0.2648  -0.76
H: -0.5607 -0.6990 -2.0065  0.29
H: -1.3124 0.8422 -2.3838  0.44
H: 0.4341 0.7412 -1.8634  0.33
H: -0.8252 1.5898 -0.0362  0.39
H: -0.6573 -0.1476 1.6813  0.28
H: -0.7337 -1.3823 0.3677  0.28
H: 2.9452 -1.5041 0.6955  0.26
H: 1.4301 -2.4700 0.9998  0.29
H: 2.7374 0.9476 0.4973  0.17
H: 1.2026 1.6860 0.4253  0.16
H: -2.7681 -0.5447 -0.4125  0.28
H: -2.8535 0.6376 0.6688  0.25

Forces on atoms 1 to 6 (eV/Å):
C -0.201 -0.558 0.917
C 0.561 -0.024 -0.115
C -0.177 0.740 -0.466
C -0.269 -0.241 -0.140
C 0.662 -0.366 -0.013
N 0.174 0.303 -0.098